1.
{"formula": "C32H40N8", "method": "wB97M-V/def2-TZVPD", "elements": ["N", "C", "C", "C", "C", "H", "H", "H", "H", "H", "N", "C", "C", "C", "C", "H", "H", "H", "H", "H", "N", "C", "C", "C", "C", "H", "H", "H", "H", "H", "N", "C", "C", "C", "C", "H", "H", "H", "H", "H", "N", "C", "C", "C", "C", "H", "H", "H", "H", "H", "N", "C", "C", "C", "C", "H", "H", "H", "H", "H", "N", "C", "C", "C", "C", "H", "H", "H", "H", "H", "N", "C", "C", "C", "C", "H", "H", "H", "H", "H"], "positions_angstrom": [[9.68596, 6.41342, 11.51678], [8.85280, 7.54930, 11.36780], [8.98108, 8.04720, 10.11984], [9.81814, 7.12392, 9.42086], [10.24748, 6.19756, 10.30501], [9.78880, 5.83030, 12.33500], [8.33580, 7.92514, 12.23836], [8.45618, 8.90642, 9.72918], [10.14130, 7.17202, 8.39148], [10.95504, 5.38636, 10.21716], [16.53336, 11.90754, 12.08800], [17.13572, 12.94816, 11.40790], [16.19430, 13.90610, 10.99890], [14.94154, 13.39290, 11.38948], [15.16876, 12.22348, 12.08736], [17.00118, 11.07232, 12.40996], [18.20368, 12.99370, 11.25366], [16.35350, 14.84766, 10.49442], [13.98046, 13.86964, 11.26518], [14.40500, 11.63626, 12.57548], [8.97698, 12.16102, 8.40348], [7.90726, 12.93678, 8.05010], [7.61668, 13.72226, 9.17552], [8.48732, 13.37970, 10.21182], [9.37295, 12.40422, 9.69220], [9.34352, 11.47308, 7.76124], [7.42564, 12.89918, 7.08418], [6.88192, 14.51352, 9.15458], [8.47658, 13.85554, 11.18128], [10.26102, 11.87076, 9.99745], [15.08824, 5.74556, 10.18885], [15.10250, 6.75516, 9.23404], [14.02334, 7.64634, 9.56713], [13.40058, 7.14680, 10.67098], [13.99606, 6.00874, 10.98584], [15.73704, 4.97163, 10.20255], [15.79098, 6.73834, 8.40211], [13.75708, 8.48519, 8.94116], [12.50366, 7.62420, 11.03706], [13.79260, 5.29940, 11.77440], [10.18603, 11.69974, 19.03572], [9.69828, 11.04678, 20.14472], [10.49818, 9.95238, 20.43929], [11.56672, 9.98403, 19.55232], [11.36406, 11.09684, 18.76328], [9.87214, 12.58652, 18.66804], [8.81184, 11.39716, 20.65254], [10.33544, 9.26062, 21.25252], [12.43412, 9.34304, 19.49635], [11.98858, 11.51504, 17.98772], [11.56088, 14.84914, 12.81434], [10.41206, 14.75070, 13.53332], [10.76050, 14.59556, 14.86346], [12.19360, 14.60350, 14.94232], [12.68704, 14.86156, 13.66990], [11.67178, 14.91488, 11.81260], [9.46880, 14.57238, 13.03850], [10.14760, 14.42382, 15.73598], [12.67514, 14.37818, 15.88240], [13.66618, 14.89746, 13.21560], [6.78446, 5.86170, 15.73732], [7.26814, 6.72932, 14.75882], [8.12553, 7.63820, 15.26906], [8.20064, 7.33268, 16.61822], [7.35240, 6.28532, 16.88008], [6.06790, 5.16676, 15.58348], [6.91354, 6.70408, 13.73902], [8.67254, 8.28004, 14.59436], [8.91166, 7.75696, 17.31164], [7.17186, 5.75224, 17.80184], [11.87526, 11.57576, 13.92724], [11.33018, 10.70374, 14.83548], [11.05460, 9.53818, 14.22088], [11.36858, 9.58886, 12.87728], [11.87978, 10.88944, 12.67384], [12.12600, 12.55082, 14.00772], [11.14290, 11.00976, 15.85414], [10.70760, 8.65401, 14.73492], [11.21716, 8.83382, 12.12006], [12.27062, 11.38312, 11.79636]], "lowdin_charge": [0.038, -0.143, -0.106, -0.115, -0.191, 0.145, 0.089, 0.091, 0.092, 0.111, 0.033, -0.144, -0.103, -0.144, -0.125, 0.147, 0.099, 0.089, 0.073, 0.079, -0.016, -0.129, -0.129, -0.105, -0.114, 0.146, 0.102, 0.088, 0.065, 0.093, 0.015, -0.104, -0.101, -0.159, -0.172, 0.144, 0.092, 0.091, 0.077, 0.109, 0.023, -0.142, -0.120, -0.113, -0.180, 0.149, 0.101, 0.092, 0.095, 0.097, 0.014, -0.134, -0.112, -0.128, -0.111, 0.141, 0.092, 0.087, 0.094, 0.088, 0.026, -0.158, -0.124, -0.113, -0.160, 0.150, 0.096, 0.069, 0.094, 0.108, 0.048, -0.134, -0.152, -0.090, -0.102, 0.078, 0.089, 0.084, 0.062, 0.084], "e_homo_ev": -7.79, "lumo_energy_ha": 0.0265, "e_above_lowest_kj_mol": 252.0, "e_tot_ev": -45749.7099, "smiles": "c1cc[nH]c1.c1cc[nH]c1.c1cc[nH]c1.c1cc[nH]c1.c1cc[nH]c1.c1cc[nH]c1.c1cc[nH]c1.c1cc[nH]c1", "largest_force_ev_per_a": 4.80}



2.
{"formula": "C32H41BN7O6PtS", "method": "wB97M-V/def2-TZVPD", "elements": ["Pt", "C", "C", "C", "C", "C", "C", "N", "N", "B", "N", "C", "C", "C", "N", "C", "C", "C", "N", "C", "C", "C", "N", "C", "C", "C", "H", "H", "H", "H", "H", "H", "H", "H", "H", "H", "H", "H", "H", "H", "H", "H", "H", "H", "H", "H", "H", "H", "H", "H", "H", "H", "H", "H", "O", "S", "O", "O", "O", "C", "O", "C", "C", "C", "C", "C", "C", "N", "C", "C", "C", "C", "C", "C", "C", "O", "H", "H", "H", "H", "H", "H", "H", "H", "H", "H", "H", "H", "H"], "positions_angstrom": [[-0.32253, -0.82985, -0.25261], [1.50125, -3.29108, -4.33759], [1.95716, -2.12258, -3.45829], [3.23606, -1.49062, -4.00183], [2.14107, -2.60026, -2.05023], [3.13603, -3.49297, -1.60416], [2.81470, -3.75812, -0.29581], [1.72352, -3.04027, 0.02798], [1.29906, -2.34084, -1.05333], [0.76543, -3.27424, 1.19417], [0.64724, -2.10079, 2.21755], [0.87075, -2.19827, 3.53444], [0.13085, -1.23508, 4.17976], [-0.57943, -0.57483, 3.16582], [-0.24112, -1.09286, 1.98037], [-1.68988, 0.41158, 3.42711], [-2.78289, 0.35281, 2.36769], [-1.16633, 1.82846, 3.67701], [-0.67039, -3.46880, 0.63791], [-1.46267, -4.53571, 0.76532], [-2.68595, -4.25294, 0.20390], [-2.59201, -2.93686, -0.26252], [-1.35604, -2.48872, 0.00111], [-3.72184, -2.19583, -0.93176], [-3.43867, -0.74893, -1.30163], [-4.17874, -2.97373, -2.17028], [1.27408, -2.94192, -5.34587], [0.60714, -3.76490, -3.92981], [2.28277, -4.05028, -4.41089], [1.16647, -1.38311, -3.47346], [4.03420, -2.23237, -4.07924], [3.58023, -0.67816, -3.36144], [3.06293, -1.07790, -4.99604], [3.95158, -3.90171, -2.17500], [3.27501, -4.40613, 0.43164], [1.11537, -4.25359, 1.79044], [1.51091, -2.97567, 3.91743], [0.04654, -1.06847, 5.24030], [-2.13130, 0.07144, 4.36846], [-2.39281, 0.60485, 1.38423], [-3.58269, 1.05464, 2.61152], [-3.21256, -0.64871, 2.30655], [-0.58620, 2.17034, 2.82559], [-0.52254, 1.85377, 4.55905], [-2.00009, 2.51428, 3.84736], [-1.09334, -5.42325, 1.25047], [-3.54450, -4.89802, 0.14701], [-4.54167, -2.19925, -0.20599], [-2.65530, -0.68107, -2.05384], [-3.14686, -0.16119, -0.42894], [-4.34393, -0.30313, -1.71886], [-3.37447, -3.01596, -2.90731], [-5.03743, -2.48233, -2.62884], [-4.46573, -3.99571, -1.92674], [1.43348, 1.21794, -3.42154], [0.52748, 0.96430, -2.36146], [-0.53567, -0.02014, -2.56877], [-0.24366, 2.41151, -2.27131], [1.11879, 0.69231, -1.02446], [3.02598, 1.51233, 3.73468], [2.28236, 2.49605, 3.01252], [2.59736, 2.67834, 1.71246], [3.61989, 2.04576, 1.01883], [3.82884, 2.35742, -0.31654], [3.04211, 3.28859, -0.97958], [2.01676, 3.91716, -0.29926], [1.80062, 3.59982, 1.03402], [0.83117, 4.30937, 1.80899], [-0.32821, 4.74718, 1.43622], [-1.06087, 4.28032, 0.28158], [-1.92929, 5.09035, -0.36712], [-2.59378, 4.70606, -1.60502], [-2.32558, 3.53366, -2.18633], [-1.45692, 2.50939, -1.53128], [-1.02031, 2.84684, -0.12028], [-0.64348, 1.97379, 0.61608], [2.61798, 1.50886, 4.74004], [4.08404, 1.77629, 3.76481], [2.88730, 0.52978, 3.28097], [4.24987, 1.31986, 1.51081], [4.62383, 1.85417, -0.85042], [3.21811, 3.51441, -2.02145], [1.41363, 4.66930, -0.79043], [1.13866, 4.53089, 2.75201], [-0.76980, 5.52288, 2.05300], [-2.09245, 6.10037, -0.00433], [-3.25619, 5.42218, -2.06972], [-2.74568, 3.27664, -3.15050], [-1.96678, 1.54091, -1.51506]], "lowdin_charge": [1.164, -0.050, -0.373, -0.060, -0.258, 0.002, -0.059, -0.038, 0.047, -0.510, -0.019, -0.065, -0.007, -0.247, 0.027, -0.347, -0.065, -0.057, -0.003, -0.034, 0.006, -0.221, -0.067, -0.351, -0.085, -0.052, 0.082, 0.082, 0.082, 0.088, 0.079, 0.074, 0.085, 0.109, 0.123, 0.123, 0.128, 0.112, 0.139, 0.022, 0.087, 0.087, 0.036, 0.082, 0.083, 0.133, 0.114, 0.145, 0.055, 0.043, 0.092, 0.094, 0.084, 0.075, -0.213, 0.451, -0.352, -0.161, -0.391, -0.035, -0.078, -0.220, 0.017, -0.036, -0.058, 0.000, -0.149, 0.173, 0.048, -0.109, 0.054, -0.024, 0.052, -0.251, -0.272, 0.078, 0.097, 0.102, 0.097, 0.118, 0.123, 0.122, 0.132, 0.184, 0.161, 0.134, 0.118, 0.138, 0.133], "e_homo_ev": [-10.38, -10.41], "lumo_energy_ha": [-0.1720, -0.1720], "e_above_lowest_kj_mol": 36.1, "charge": 1, "e_tot_ev": -71317.5027, "largest_force_ev_per_a": 0.96}



3.
{"formula": "C32H41BrN8O", "method": "wB97M-V/def2-TZVPD", "elements": ["O", "C", "C", "C", "C", "Br", "N", "H", "H", "H", "H", "H", "H", "N", "C", "C", "C", "C", "H", "H", "H", "H", "H", "N", "C", "C", "C", "C", "H", "H", "H", "H", "H", "N", "C", "C", "C", "C", "H", "H", "H", "H", "H", "N", "C", "C", "C", "C", "H", "H", "H", "H", "H", "N", "C", "C", "C", "C", "H", "H", "H", "H", "H", "N", "C", "C", "C", "C", "H", "H", "H", "H", "H", "N", "C", "C", "C", "C", "H", "H", "H", "H", "H"], "positions_angstrom": [[1.86233, -1.17661, 0.76769], [2.53183, -0.21331, 1.00825], [2.16745, 1.24272, 0.89693], [2.70264, 1.71216, 2.24904], [4.03523, 0.95778, 2.34278], [4.47230, 0.61836, 4.21376], [3.84085, -0.28922, 1.60359], [2.78660, 1.65958, 0.09563], [1.12036, 1.44063, 0.69619], [2.05389, 1.31456, 3.03103], [2.78498, 2.78676, 2.37810], [4.89201, 1.51171, 1.97320], [4.53475, -0.39291, 0.87096], [-1.13142, -1.44690, 0.50200], [-1.97129, -0.47601, 0.96787], [-3.26407, -0.89000, 0.77155], [-3.19819, -2.17035, 0.15973], [-1.87144, -2.48178, 0.00862], [-0.12335, -1.40260, 0.52032], [-1.57127, 0.43027, 1.39400], [-4.15341, -0.34062, 1.03451], [-4.02905, -2.78917, -0.13486], [-1.39589, -3.35392, -0.40655], [5.00906, -2.77731, -2.09106], [4.90412, -3.59185, -3.18709], [3.60909, -4.02981, -3.26043], [2.90604, -3.45901, -2.16396], [3.79462, -2.69113, -1.46099], [5.85226, -2.31523, -1.80299], [5.75831, -3.78146, -3.81497], [3.21015, -4.68776, -4.01443], [1.86585, -3.59479, -1.91933], [3.65447, -2.09923, -0.57357], [6.39025, -6.43504, -1.99589], [5.37146, -7.21745, -2.46591], [5.91738, -8.39496, -2.90322], [7.32322, -8.31686, -2.69315], [7.58110, -7.09571, -2.13076], [6.27388, -5.51009, -1.62186], [4.35478, -6.86483, -2.45207], [5.37193, -9.22018, -3.32978], [8.05771, -9.06810, -2.93070], [8.50703, -6.64334, -1.81829], [-3.70806, 1.71290, 3.41753], [-4.28743, 2.94890, 3.34317], [-5.33804, 2.96783, 4.22168], [-5.39547, 1.69197, 4.84668], [-4.37598, 0.94034, 4.32657], [-2.92225, 1.40430, 2.87568], [-3.90949, 3.70557, 2.67726], [-5.98983, 3.80715, 4.39762], [-6.10521, 1.36375, 5.58732], [-4.07266, -0.07393, 4.52125], [-8.81191, 4.72457, 3.50381], [-8.52415, 3.95416, 2.41006], [-9.56885, 4.07330, 1.53198], [-10.52433, 4.94500, 2.12208], [-10.02698, 5.33071, 3.33847], [-8.22025, 4.83131, 4.30679], [-7.60334, 3.39897, 2.34837], [-9.63686, 3.59757, 0.56794], [-11.46281, 5.25986, 1.69733], [-10.43067, 5.98433, 4.09245], [-6.72347, 8.82046, -0.28118], [-6.71402, 7.54389, 0.21518], [-7.92209, 7.31598, 0.81755], [-8.69078, 8.50425, 0.67848], [-7.92533, 9.41261, -0.00261], [-5.96648, 9.25518, -0.77456], [-5.85448, 6.90684, 0.09411], [-8.22942, 6.40092, 1.29721], [-9.69332, 8.66743, 1.03753], [-8.13361, 10.42229, -0.31269], [8.79903, -4.54878, -5.36426], [9.79068, -3.72541, -5.82047], [10.26571, -3.00961, -4.75419], [9.52997, -3.42069, -3.60867], [8.63285, -4.37233, -4.01936], [8.27560, -5.19510, -5.92619], [10.07752, -3.72035, -6.85789], [11.05517, -2.27781, -4.78925], [9.65305, -3.06302, -2.59944], [7.89936, -4.94226, -3.47717]], "lowdin_charge": [0.104, -0.445, -0.081, -0.209, -0.726, 0.679, 0.034, 0.134, 0.118, 0.102, 0.120, 0.090, 0.127, 0.017, -0.161, -0.114, -0.109, -0.135, 0.096, 0.086, 0.087, 0.090, 0.107, 0.007, -0.154, -0.112, -0.094, -0.132, 0.141, 0.096, 0.095, 0.092, 0.073, 0.002, -0.138, -0.108, -0.108, -0.165, 0.129, 0.101, 0.088, 0.089, 0.107, 0.010, -0.136, -0.126, -0.105, -0.135, 0.111, 0.105, 0.075, 0.090, 0.109, 0.007, -0.150, -0.119, -0.117, -0.145, 0.132, 0.097, 0.093, 0.091, 0.105, -0.007, -0.140, -0.097, -0.107, -0.148, 0.139, 0.102, 0.060, 0.089, 0.102, 0.014, -0.140, -0.112, -0.110, -0.154, 0.147, 0.106, 0.089, 0.086, 0.070], "e_homo_ev": -8.06, "lumo_energy_ha": -0.0036, "e_tot_ev": -117858.0862, "smiles": "O=C1CC[C@@H](Br)N1.c1cc[nH]c1.c1cc[nH]c1.c1cc[nH]c1.c1cc[nH]c1.c1cc[nH]c1.c1cc[nH]c1.c1cc[nH]c1", "largest_force_ev_per_a": 0.77}